Record 1
{
  "formula": "C2H5ISi",
  "method": "ωB97M-V/def2-TZVPD",
  "e_above_lowest_kcal_mol": 84.4,
  "lumo_ev": [-0.5, -0.3],
  "max_force_ev_per_a": 3.304,
  "total_energy_ev": -18129.2481,
  "orbital_gap_ev": [7.59, 7.31],
  "spin_multiplicity": 1,
  "elements": ["H", "H", "H", "I", "H", "H", "Si", "C", "C"],
  "xyz": [[-0.193, -2.010, 1.931], [0.471, -2.094, -0.693], [1.311, 1.578, -1.732], [-0.548, 2.864, 0.751], [-1.049, 1.074, -2.379], [0.052, -0.297, 1.979], [-0.054, 1.421, -1.179], [0.120, -1.328, 0.019], [-0.111, -1.208, 1.303]]
}



Record 2
{
  "formula": "C2H5N",
  "method": "ωB97M-V/def2-TZVPD",
  "e_above_lowest_kcal_mol": 9.3,
  "smiles": "[H]/N=C/C",
  "lumo_ev": 1.2,
  "max_force_ev_per_a": 2.011,
  "total_energy_ev": -3644.1103,
  "orbital_gap_ev": 10.72,
  "spin_multiplicity": 1,
  "elements": ["C", "H", "C", "H", "H", "H", "N", "H"],
  "xyz": [[0.256, -0.724, 0.378], [-1.152, 1.689, -1.559], [-0.570, 0.493, -0.120], [-1.092, 1.267, 0.557], [0.485, -0.573, 1.460], [-0.382, -1.582, 0.532], [-0.676, 0.824, -1.330], [1.092, -1.010, -0.318]]
}



Record 3
{
  "formula": "C2H5N2",
  "method": "ωB97M-V/def2-TZVPD",
  "e_above_lowest_kcal_mol": 108.7,
  "total_charge": 1,
  "lumo_ev": [-8.3, -6.7],
  "max_force_ev_per_a": 5.720,
  "total_energy_ev": -5122.3345,
  "orbital_gap_ev": [6.46, 9.74],
  "spin_multiplicity": 1,
  "elements": ["C", "N", "H", "H", "H", "N", "C", "H", "H"],
  "xyz": [[-0.564, 0.754, -0.626], [-0.259, -2.034, 0.924], [1.381, -0.295, -1.085], [-0.052, -1.810, 1.889], [-1.334, 0.769, 0.028], [-0.088, -1.442, -0.099], [0.491, -0.141, -0.294], [-0.592, 1.294, -1.504], [0.962, 0.030, 0.765]]
}